Entry 1:
ORCA calculation (wB97M-V/def2-TZVPD) on C24H17BrNO6PSeTi as an isolated structure.

Summary:
HOMO level (spin up / spin down)   -0.48 / -0.58 eV
Calculated total energy   -206733.27912 eV
HOMO-LUMO gap (spin up / spin down)   0.176 / 0.179 hartree
Largest force on an atom   0.723 eV/A

ORCA input file:
```
! wB97M-V def2-TZVPD RIJCOSX def2/J DEFGRID3
* xyz -2 1
Ti 2.08141 1.10954 0.57880
C -5.02973 -2.79979 -0.18486
C -4.64935 -1.91722 0.82076
C -3.36814 -1.39271 0.83961
C -2.43887 -1.71624 -0.15602
C -2.83004 -2.60794 -1.15159
C -4.11230 -3.14649 -1.16467
P -0.75501 -0.99585 0.04465
C 0.09564 -1.69444 -1.42994
C -0.18989 -1.30138 -2.73751
C 0.48494 -1.86679 -3.80773
C 1.46407 -2.82818 -3.58420
C 1.76971 -3.21134 -2.28739
C 1.09176 -2.64262 -1.21643
C -1.01312 0.73259 -0.50873
C -2.18601 1.19964 -1.10015
C -2.27697 2.52395 -1.50326
C -1.18213 3.36269 -1.33842
C -0.00953 2.88296 -0.76837
C 0.10649 1.56062 -0.31115
H -6.03023 -3.21590 -0.19968
H -5.35482 -1.64245 1.59648
H -3.06772 -0.71388 1.63134
H -2.12583 -2.88056 -1.92816
H -4.39627 -3.83744 -1.95060
H -0.93213 -0.53042 -2.90990
H 0.26368 -1.54369 -4.81832
H 2.00663 -3.25556 -4.41943
H 2.56038 -3.92839 -2.10376
H 1.36622 -2.89576 -0.20007
H -3.03225 0.53654 -1.24440
H -3.19227 2.89511 -1.95262
H -1.23874 4.39745 -1.66073
H 0.83010 3.56421 -0.67630
Br -1.38531 1.67879 2.96873
C 0.50219 1.49127 3.33534
C 0.98038 1.91553 4.52499
C 2.40907 1.84339 4.72271
C 3.18396 1.17854 3.83907
C 2.56587 0.55674 2.69866
N 1.25242 0.97078 2.35815
C 3.14962 -0.57888 1.98578
O 4.15376 -1.19238 2.34529
O 2.56603 -0.72173 0.79032
H 0.31448 2.30306 5.28165
H 2.84788 2.32151 5.59135
H 4.25155 1.07270 3.98076
O 2.98033 2.93329 0.91908
Se 3.76953 3.06620 -0.57207
O 3.19478 4.30214 -1.43165
O 3.18293 1.58072 -1.10542
O 5.37087 3.07807 -0.43000
*
```

***

Entry 2:
ORCA calculation (wB97M-V/def2-TZVPD) on C24H17N7O4Os as an isolated structure.

Summary:
HOMO level (spin up / spin down)   -14.28 / -14.19 eV
Calculated total energy   -46233.12115 eV
HOMO-LUMO gap (spin up / spin down)   0.272 / 0.222 hartree
Largest force on an atom   1.631 eV/A

ORCA input file:
```
! wB97M-V def2-TZVPD RIJCOSX def2/J DEFGRID3
* xyz 2 5
Os 0.02189 1.40710 -0.73053
C 1.40607 2.14404 3.89049
C 1.04107 0.74131 4.31710
C -0.09399 0.09181 3.51195
C 0.04771 0.00981 1.97015
N 1.37621 1.97512 1.46883
C 1.44592 2.64530 2.59960
N -0.47447 -1.17977 1.39258
C -1.00376 -1.22485 0.22972
N -1.01212 -0.23989 -0.78148
C -1.81579 -0.64711 -1.83622
N -2.08863 0.01548 -2.89819
C -1.66128 1.26978 -3.20724
C -2.00071 1.75280 -4.48010
C -1.60942 3.00800 -4.88091
C -0.89117 3.81824 -3.99570
C -0.58607 3.31629 -2.76176
N -0.93662 2.06478 -2.36235
C -2.30401 -1.99129 -1.53016
C -3.11040 -2.85096 -2.24901
C -3.39354 -4.08694 -1.67677
C -2.90292 -4.43550 -0.42186
C -2.09440 -3.56660 0.30438
C -1.79045 -2.35228 -0.27640
H 1.57017 2.85087 4.69362
H 0.69558 0.79558 5.34795
H -0.44152 -0.82731 3.97624
H 1.51186 3.72189 2.47404
H -2.57314 1.09219 -5.11383
H -1.86238 3.36811 -5.86900
H -0.58559 4.81683 -4.27032
H -0.05420 3.92396 -2.03500
H -3.50786 -2.56883 -3.21442
H -4.01259 -4.79051 -2.21686
H -3.16072 -5.39784 -0.00101
H -1.72021 -3.82138 1.28652
C 3.19022 -0.81383 -1.53046
C 2.69694 -0.41650 -0.19148
N 1.57989 0.23158 0.02935
C 1.43234 0.52148 1.45190
C 2.60536 -0.20132 2.06434
N 3.34568 -0.67963 0.94412
C 2.86944 -0.50294 3.35234
O 3.89744 -1.22807 3.77846
O 2.16301 -0.13097 4.41735
C -1.02018 1.11200 2.03456
O -1.18818 1.05858 3.35124
O -1.54685 1.79877 1.19739
H 2.44774 -0.56852 -2.28576
H 3.38164 -1.88680 -1.56374
H 4.12442 -0.30426 -1.77014
H 4.26387 -1.08692 0.96714
H 4.32872 -1.75087 3.09937
*
```

***

Entry 3:
ORCA calculation (wB97M-V/def2-TZVPD) on C24H18AuBCl2F4N3O2Se2 as an isolated structure.

Summary:
HOMO level (spin up / spin down)   -11.17 / -11.17 eV
Calculated total energy   -204718.92398 eV
HOMO-LUMO gap (spin up / spin down)   0.248 / 0.137 hartree
Largest force on an atom   0.603 eV/A

ORCA input file:
```
! wB97M-V def2-TZVPD RIJCOSX def2/J DEFGRID3
* xyz 1 3
Au 0.03921 -0.06772 -0.35013
Se 0.84808 -1.41750 1.90899
Se 2.65278 0.03252 2.03814
C 3.00501 0.47264 0.23229
C 4.24185 1.05261 -0.00016
C 4.54290 1.45518 -1.29281
C 3.61816 1.22824 -2.29065
C 2.40288 0.63528 -1.96977
N 2.09316 0.26978 -0.72516
C -0.31733 -0.26539 2.97000
C -0.51858 -0.44857 4.32554
C -1.37188 0.46262 4.93656
C -1.94874 1.47178 4.18408
C -1.66778 1.55410 2.82221
N -0.85011 0.68273 2.24493
H 4.93320 1.20053 0.81860
H 5.48233 1.94530 -1.50976
H 3.80894 1.52761 -3.31099
H 1.64678 0.46105 -2.72316
H -0.05027 -1.25753 4.86892
H -1.58038 0.37765 5.99499
H -2.60635 2.19775 4.64177
H -2.08420 2.32426 2.18456
F 1.17838 2.21548 1.14312
B 0.87896 3.05419 -0.00136
F 0.07300 2.23927 -0.91887
F 0.16034 4.14133 0.39248
F 2.07458 3.33795 -0.64935
Cl -0.78747 -5.03014 -4.14683
C 0.62533 -4.15681 -3.64025
C 1.39557 -3.54186 -4.60456
C 2.52102 -2.82140 -4.23660
C 2.86040 -2.74882 -2.89962
C 2.08201 -3.37837 -1.93947
Cl 2.68324 -3.37431 -0.30071
C 0.92959 -4.09469 -2.26406
N 0.13390 -4.76725 -1.35881
C -0.18012 -4.39711 -0.02266
C 0.29974 -5.14730 1.04115
C -0.09895 -4.86667 2.34042
C -1.00858 -3.84499 2.56796
C -1.50241 -3.10531 1.49543
C -1.08688 -3.36823 0.18988
C -1.66195 -2.63184 -0.99044
C -2.53987 -1.49040 -0.55373
O -3.72819 -1.61744 -0.40125
O -1.92985 -0.34097 -0.32018
H 1.10533 -3.62816 -5.64298
H 3.14114 -2.34683 -4.98400
H 3.76028 -2.23394 -2.58681
H -0.53950 -5.37988 -1.78935
H 0.99286 -5.95356 0.83713
H 0.27693 -5.46181 3.16276
H -1.36379 -3.64262 3.57248
H -2.27604 -2.35808 1.66534
H -2.29262 -3.30458 -1.57156
H -0.86957 -2.26737 -1.65347
*
```

***

Entry 4:
ORCA calculation (wB97M-V/def2-TZVPD) on C24H18BrN3O4PtS2 as an isolated structure.

Summary:
HOMO level   -7.59 eV
Calculated total energy   -132799.60614 eV
HOMO-LUMO gap   0.250 hartree
Largest force on an atom   1.613 eV/A

ORCA input file:
```
! wB97M-V def2-TZVPD RIJCOSX def2/J DEFGRID3
* xyz 0 1
Pt 1.07646 0.12155 1.22428
Br 2.89107 0.48321 2.95746
C 2.71517 2.37496 2.91757
C 3.49293 3.11434 3.74390
C 3.37445 4.52809 3.68814
C 2.50567 5.10362 2.80065
C 1.70048 4.31277 1.93599
C 0.82269 4.90401 0.98824
C 0.08916 4.11260 0.16097
C 0.16042 2.69378 0.25529
C 0.97566 2.08866 1.16041
C 1.78296 2.89918 2.00599
H 4.18822 2.64314 4.42177
H 3.98200 5.13727 4.34173
H 2.42054 6.18018 2.73823
H 0.76068 5.98237 0.93310
H -0.57004 4.55491 -0.57416
H -0.45347 2.09361 -0.41411
O -1.24059 0.64596 -2.02210
S -1.66247 -0.41506 -1.15123
O -1.53530 -1.76131 -1.66492
N -0.92576 -0.29734 0.32428
C -1.81656 0.01299 1.32559
S -1.32289 0.34282 2.87449
C -3.23519 0.05082 0.82138
C -4.39189 0.27817 1.53524
C -5.59924 0.27889 0.84706
C -5.64562 0.05865 -0.53321
C -4.48397 -0.16908 -1.25632
C -3.29597 -0.16537 -0.54710
H -4.34074 0.44993 2.60174
H -6.52029 0.45333 1.38644
H -6.59864 0.06688 -1.04417
H -4.50557 -0.33878 -2.32278
O -2.08976 -4.96944 -2.65283
C -1.04367 -4.55158 -3.47914
N -0.08452 -3.76687 -2.75708
C 1.22223 -4.11270 -2.61106
O 1.74247 -5.05556 -3.15644
C 2.04267 -3.20732 -1.70388
C 3.42334 -3.23327 -1.80727
C 4.17425 -2.39365 -0.99293
C 3.50857 -1.56818 -0.09894
N 2.18297 -1.56438 0.01303
C 1.47671 -2.37248 -0.76790
H -2.52733 -4.18846 -2.30243
H -1.42535 -3.96947 -4.32004
H -0.53822 -5.44333 -3.84990
H -0.43793 -2.91892 -2.33722
H 3.87817 -3.90567 -2.52232
H 5.25243 -2.37128 -1.04661
H 4.04667 -0.88732 0.54680
H 0.40195 -2.33984 -0.61367
*
```

***

Copy entry 2 word for word.
ORCA calculation (wB97M-V/def2-TZVPD) on C24H17N7O4Os as an isolated structure.

Summary:
HOMO level (spin up / spin down)   -14.28 / -14.19 eV
Calculated total energy   -46233.12115 eV
HOMO-LUMO gap (spin up / spin down)   0.272 / 0.222 hartree
Largest force on an atom   1.631 eV/A

ORCA input file:
```
! wB97M-V def2-TZVPD RIJCOSX def2/J DEFGRID3
* xyz 2 5
Os 0.02189 1.40710 -0.73053
C 1.40607 2.14404 3.89049
C 1.04107 0.74131 4.31710
C -0.09399 0.09181 3.51195
C 0.04771 0.00981 1.97015
N 1.37621 1.97512 1.46883
C 1.44592 2.64530 2.59960
N -0.47447 -1.17977 1.39258
C -1.00376 -1.22485 0.22972
N -1.01212 -0.23989 -0.78148
C -1.81579 -0.64711 -1.83622
N -2.08863 0.01548 -2.89819
C -1.66128 1.26978 -3.20724
C -2.00071 1.75280 -4.48010
C -1.60942 3.00800 -4.88091
C -0.89117 3.81824 -3.99570
C -0.58607 3.31629 -2.76176
N -0.93662 2.06478 -2.36235
C -2.30401 -1.99129 -1.53016
C -3.11040 -2.85096 -2.24901
C -3.39354 -4.08694 -1.67677
C -2.90292 -4.43550 -0.42186
C -2.09440 -3.56660 0.30438
C -1.79045 -2.35228 -0.27640
H 1.57017 2.85087 4.69362
H 0.69558 0.79558 5.34795
H -0.44152 -0.82731 3.97624
H 1.51186 3.72189 2.47404
H -2.57314 1.09219 -5.11383
H -1.86238 3.36811 -5.86900
H -0.58559 4.81683 -4.27032
H -0.05420 3.92396 -2.03500
H -3.50786 -2.56883 -3.21442
H -4.01259 -4.79051 -2.21686
H -3.16072 -5.39784 -0.00101
H -1.72021 -3.82138 1.28652
C 3.19022 -0.81383 -1.53046
C 2.69694 -0.41650 -0.19148
N 1.57989 0.23158 0.02935
C 1.43234 0.52148 1.45190
C 2.60536 -0.20132 2.06434
N 3.34568 -0.67963 0.94412
C 2.86944 -0.50294 3.35234
O 3.89744 -1.22807 3.77846
O 2.16301 -0.13097 4.41735
C -1.02018 1.11200 2.03456
O -1.18818 1.05858 3.35124
O -1.54685 1.79877 1.19739
H 2.44774 -0.56852 -2.28576
H 3.38164 -1.88680 -1.56374
H 4.12442 -0.30426 -1.77014
H 4.26387 -1.08692 0.96714
H 4.32872 -1.75087 3.09937
*
```